(1)
This record from the Open Molecules 2025 dataset describes C5H10O in the gas phase. The level of theory is ωB97M-V with the def2-TZVPD basis set.

```
! RIJCOSX wB97M-V def2-TZVPD def2/J DEFGRID3
* xyz 0 1
O 0.42 -2.02 0.41
C 0.76 0.11 1.37
C -1.58 1.04 -0.30
C 0.21 -0.64 0.16
C 0.92 -0.22 -1.17
C -1.15 -0.38 -0.32
H -0.33 -2.47 -0.02
H -0.82 1.82 -0.13
H 1.80 -0.21 1.55
H 1.18 0.84 -1.17
H -2.21 1.30 -1.15
H 0.30 -0.44 -2.05
H 1.82 -0.84 -1.24
H -2.26 1.06 0.57
H 0.75 1.19 1.23
H 0.18 -0.14 2.26
*
```

Values from the calculation:
Relative energy (zero: lowest compared OMol25 entry of this formula, charge and spin) = 80.0 kcal/mol
Maximum force = 0.32 eV Å⁻¹
Gap between HOMO and LUMO = 0.32698 hartree
HOMO level = -8.6 eV
LUMO energy = 0.34 eV
DFT total energy = -7391.2970 eV

---

(2)
This record from the Open Molecules 2025 dataset describes a molecular structure, C52H64Cl5InN7O5P2. The level of theory is ωB97M-V with the def2-TZVPD basis set.

```
! RIJCOSX wB97M-V def2-TZVPD def2/J DEFGRID3
* xyz 1 1
In -0.39 0.27 0.31
Cl -2.74 1.07 -1.05
Cl -5.32 0.92 -2.79
Cl -3.92 -4.07 -4.25
Cl -5.88 -1.65 -4.50
Cl -1.40 -3.89 -2.45
P -2.99 0.81 2.79
P 1.82 0.46 -1.56
O -1.96 -1.23 1.13
O -3.07 3.13 0.90
O -0.92 -1.17 -1.34
O 0.28 1.02 3.21
O 1.33 2.05 0.70
N -5.59 -0.23 2.95
N -4.08 -1.00 4.70
N -4.97 1.26 4.76
N 0.61 -2.42 1.47
N 0.60 -1.15 1.71
N -1.57 4.78 0.59
N -0.84 2.53 0.69
C 1.98 -2.22 -2.48
C 2.18 3.41 -4.50
C 3.89 -0.98 3.50
C -2.69 5.72 0.53
C 5.52 1.87 -0.08
C -1.88 3.42 0.74
C 1.13 -0.53 -4.13
C -3.84 1.91 4.05
C -2.81 -0.62 3.98
C -1.38 -5.27 0.37
C 6.26 0.54 -0.28
C 2.07 -0.75 -2.93
C 1.70 -0.72 2.53
C -6.03 0.85 3.84
C 0.47 2.95 0.66
C 4.13 -0.78 -0.48
C 5.44 -0.59 0.32
C -4.46 -1.54 -3.53
C -0.44 -3.05 0.93
C -2.85 -3.33 0.58
C -2.68 -4.65 0.36
C -0.25 -4.48 0.63
C -4.57 0.23 1.99
C 1.37 4.49 -3.80
C 3.99 1.69 -0.05
C -1.23 -6.64 0.08
C -1.74 -2.46 0.85
C 1.02 -5.07 0.59
C -2.05 -1.31 -1.99
C -3.56 -2.61 -3.43
C 2.60 -3.12 -3.56
C 0.76 4.36 0.57
C 0.02 -7.21 0.06
C 0.08 3.90 -3.19
C -0.28 5.21 0.52
C 1.15 -6.42 0.31
C 2.40 -2.55 -4.98
C 2.56 0.94 4.06
C 3.60 0.57 -1.02
C -2.40 -2.50 -2.67
C 0.23 2.40 -2.90
C -4.20 -0.39 -2.80
C -3.03 -0.30 -2.05
C 1.64 2.10 -2.39
C -4.57 0.16 5.57
C -5.18 -1.37 3.69
C 1.53 0.46 3.27
C 1.09 -1.76 -5.06
C 0.09 2.24 3.91
C 2.70 2.39 -3.47
C 3.75 0.23 4.16
C 2.87 -1.45 2.69
H 5.21 -0.34 1.36
H 0.77 3.02 3.56
H 4.80 -1.56 3.61
H 0.23 2.11 4.99
H -2.45 -1.49 3.42
H -0.16 4.42 -2.26
H 2.46 -2.40 -1.52
H 0.04 1.83 -3.82
H -2.05 -0.37 4.73
H 3.23 -1.89 -5.24
H 1.81 2.79 -1.56
H 3.51 2.64 -0.31
H 6.42 0.35 -1.35
H -3.30 5.53 -0.35
H 3.38 -1.25 0.16
H -6.00 -1.77 4.28
H 3.10 -0.57 -3.24
H 0.27 -2.41 -4.77
H 0.12 -0.30 -3.78
H -4.22 2.78 3.52
H -0.14 6.27 0.42
H -3.54 -5.28 0.12
H 1.98 4.94 -3.01
H -0.77 4.05 -3.87
H 1.56 2.91 -5.24
H 4.55 0.62 4.78
H 3.02 3.84 -5.04
H 6.00 -1.53 0.33
H -0.53 2.08 -2.18
H 0.93 -2.46 -2.34
H 1.79 4.69 0.53
H -4.33 -0.57 1.29
H 3.60 2.80 -2.99
H 4.33 -1.46 -1.31
H -6.33 1.70 3.23
H -3.32 5.62 1.40
H 0.90 -1.44 -6.08
H -0.94 2.55 3.71
H 2.16 -4.12 -3.48
H -5.41 -0.22 6.15
H -2.11 -7.24 -0.12
H 2.14 -6.87 0.29
H 1.12 5.30 -4.49
H 2.40 -3.35 -5.71
H -3.12 2.26 4.79
H -3.91 -1.81 5.30
H -2.30 6.73 0.48
H 1.47 0.34 -4.71
H 2.96 -2.40 2.18
H 3.01 1.48 -3.99
H 1.89 -4.46 0.77
H -6.89 0.51 4.42
H 3.65 1.44 0.95
H 7.25 0.58 0.18
H 3.67 -3.24 -3.36
H -4.76 -2.13 3.04
H 5.84 2.33 0.86
H 4.10 0.78 -1.97
H 0.14 -8.26 -0.17
H -3.84 -2.88 0.52
H 2.45 1.87 4.61
H -4.97 1.07 1.41
H 5.79 2.57 -0.88
H -3.75 0.43 6.23
*
```

Values from the calculation:
Relative energy (zero: lowest compared OMol25 entry of this formula, charge and spin) = 0.0 kcal/mol
Maximum force = 0.65 eV Å⁻¹
Gap between HOMO and LUMO = 0.25067 hartree
HOMO level = -9.6 eV
LUMO energy = -2.78 eV
DFT total energy = -161991.5534 eV

---

(3)
This record from the Open Molecules 2025 dataset describes a molecular structure, C32H34Cl2FN6O5Pd in a non-equilibrium geometry. The level of theory is ωB97M-V with the def2-TZVPD basis set.

```
! RIJCOSX wB97M-V def2-TZVPD def2/J DEFGRID3
* xyz 3 5
Pd -2.81 -0.17 -1.26
Cl -3.26 -5.06 -1.53
Cl -8.44 -3.83 -1.13
F 3.35 -2.62 -1.33
O -2.74 1.76 -0.94
O -3.36 -0.62 0.90
O -0.84 -0.28 -1.26
O -1.92 3.80 -0.75
O -2.91 -2.09 -1.55
N 7.79 -1.00 0.27
N -4.77 -0.25 -1.49
N 5.45 -0.69 -0.92
N 1.98 2.75 -1.09
N -3.84 0.52 2.79
N -2.03 -0.97 2.72
C -3.84 0.55 4.24
C -4.49 -3.89 -1.44
C -4.80 1.32 2.07
C 4.11 -0.36 -1.07
C -6.54 -1.90 -1.31
C -0.36 2.09 -1.11
C 4.14 3.97 -1.88
C 6.49 0.11 -1.52
C 3.71 1.00 -0.99
C -5.82 -4.26 -1.34
C 1.77 -0.92 -1.36
C -3.08 -0.37 2.10
C 7.68 0.23 -0.56
C 2.81 3.92 -1.18
C 2.39 1.43 -1.12
C 7.35 -2.18 -0.52
C -4.12 -2.50 -1.46
C 5.85 -2.08 -0.76
C -1.78 2.61 -0.95
C 1.39 0.42 -1.26
C -7.48 -0.86 -1.31
C -2.43 0.30 4.77
C 4.08 4.13 -0.39
C -5.69 0.73 -1.54
C -6.84 -3.30 -1.27
C -7.04 0.45 -1.44
C -1.89 -0.99 4.16
C -5.17 -1.54 -1.40
C -1.12 -1.78 1.94
C 0.64 3.03 -1.03
C -0.02 0.72 -1.24
C 3.09 -1.30 -1.25
H -5.75 0.79 1.96
H 6.81 -0.34 -2.47
H -5.32 1.74 -1.66
H 8.60 0.38 -1.13
H 7.57 1.09 0.10
H 5.60 -2.69 -1.64
H 8.76 -1.12 0.60
H 4.23 5.13 0.00
H -1.37 -2.84 2.02
H -0.11 -1.63 2.32
H -4.97 2.25 2.61
H 4.34 4.85 -2.47
H -2.45 0.23 5.85
H 7.19 -0.92 1.09
H 7.58 -3.11 0.01
H 1.01 -1.67 -1.53
H 0.35 4.06 -0.94
H -2.43 -1.86 4.56
H 2.19 4.80 -1.30
H -7.74 1.27 -1.49
H -4.41 1.54 1.07
H -4.53 -0.21 4.62
H -4.20 1.53 4.56
H 6.13 1.11 -1.77
H -0.84 -1.11 4.40
H 5.30 -2.49 0.09
H 7.91 -2.20 -1.46
H 4.42 3.36 0.28
H 4.49 1.70 -0.77
H -1.16 -1.49 0.89
H 4.54 3.07 -2.33
H -6.08 -5.30 -1.32
H -8.54 -1.07 -1.23
H -1.79 1.13 4.49
*
```

Values from the calculation:
Relative energy (zero: lowest compared OMol25 entry of this formula, charge and spin) = 41.1 kcal/mol
Expectation value of S² = 6.1031
Maximum force = 4.24 eV Å⁻¹
Gap between HOMO and LUMO (spin up / spin down) = 0.21281 / 0.12490 hartree
HOMO level (spin up / spin down) = -14.1 / -14.9 eV
LUMO energy (spin up / spin down) = -8.31 / -11.47 eV
DFT total energy = -84128.6075 eV

---

(4)
This record from the Open Molecules 2025 dataset describes 7 unconnected molecules or ions with the total composition C21H40O21 in a non-equilibrium geometry. The level of theory is ωB97M-V with the def2-TZVPD basis set.

```
! RIJCOSX wB97M-V def2-TZVPD def2/J DEFGRID3
* xyz 0 1
O 4.98 -2.46 -1.59
O -0.77 -4.14 -4.58
O -0.55 1.46 1.85
O 0.61 -2.72 2.55
O -2.86 0.05 -2.89
O 2.58 -3.26 3.52
O 0.93 -2.79 4.78
O -3.92 6.64 1.61
O -3.43 -1.79 -3.80
O -2.03 7.39 2.54
O -0.72 -4.80 -2.42
O -1.09 3.11 0.42
O -3.63 8.82 1.85
O 1.67 3.86 1.34
O -4.69 0.00 -4.26
O 2.87 -2.74 -0.90
O 3.59 -0.90 -2.03
O -0.78 -6.31 -3.92
O 3.00 2.21 1.56
O -0.96 1.02 -0.28
O 2.37 3.31 3.42
C -3.12 1.35 -2.38
C 2.32 -0.34 -2.23
C -0.70 -0.27 0.26
C -3.47 5.30 1.90
C 2.35 3.17 2.23
C 1.29 -2.91 3.52
C -0.48 -2.98 5.04
C -3.77 -0.51 -3.69
C 3.71 -2.08 -1.45
C 5.33 -3.75 -1.11
C -1.30 8.47 3.11
C -4.06 -2.58 -4.78
C -0.52 -3.46 -2.00
C -0.74 -6.70 -5.28
C -3.20 7.69 1.98
C 3.32 -3.21 2.32
C -0.77 -4.97 -3.73
C 3.60 1.21 2.38
C -0.45 0.02 1.75
C -0.87 1.95 0.65
C 1.00 5.03 1.75
H 4.29 1.68 3.09
H -2.64 5.28 2.59
H 0.37 -3.00 -2.42
H -3.58 -3.55 -4.80
H -1.01 9.16 2.32
H -3.16 4.85 0.96
H -1.12 -2.21 4.64
H -0.76 -3.96 4.65
H 3.16 -4.09 1.69
H 2.87 0.64 2.96
H 0.23 -0.68 -0.14
H -0.44 8.10 3.67
H -0.52 -3.04 6.13
H -4.32 4.78 2.34
H -1.26 -0.31 2.41
H -2.60 1.42 -1.43
H 6.37 -3.88 -1.43
H -5.14 -2.71 -4.64
H -2.67 2.07 -3.06
H -1.92 9.01 3.83
H -0.47 -3.38 -0.92
H 3.22 -2.29 1.75
H 1.45 5.40 2.67
H 5.41 -3.71 -0.02
H -4.10 -2.05 -5.74
H -0.61 -7.78 -5.37
H -1.32 -2.81 -2.38
H 4.38 -3.34 2.56
H -1.64 -6.40 -5.82
H 0.11 -6.25 -5.79
H -1.45 -1.04 0.07
H 1.96 0.08 -1.27
H 2.43 0.56 -2.84
H 0.45 -0.39 2.19
H 4.75 -4.60 -1.44
H 4.22 0.63 1.70
H 1.08 5.92 1.12
H -0.05 4.88 1.96
H 1.53 -0.96 -2.65
H -4.16 1.60 -2.20
*
```

Values from the calculation:
Relative energy (zero: lowest compared OMol25 entry of this formula, charge and spin) = 26.6 kcal/mol
Maximum force = 2.58 eV Å⁻¹
SMILES = COC(=O)OC.COC(=O)OC.COC(=O)OC.COC(=O)OC.COC(=O)OC.COC(=O)OC.O=C1OCCO1
Gap between HOMO and LUMO = 0.39966 hartree
HOMO level = -10.5 eV
LUMO energy = 0.34 eV
DFT total energy = -65422.0943 eV

---

(5)
This record from the Open Molecules 2025 dataset describes a molecular structure, C28H32Cl15N4O2V in a non-equilibrium geometry. The level of theory is ωB97M-V with the def2-TZVPD basis set.

```
! RIJCOSX wB97M-V def2-TZVPD def2/J DEFGRID3
* xyz 1 2
V 0.97 -0.22 2.79
Cl 0.44 -5.99 -4.12
Cl 4.60 0.34 -0.57
Cl -4.22 -0.78 1.25
Cl -4.54 -0.93 -1.57
Cl 1.56 -3.46 -3.40
Cl -4.30 -3.34 -0.11
Cl 3.00 0.10 -3.14
Cl -0.41 -4.67 -1.73
Cl 1.21 3.87 1.15
Cl 5.47 -1.24 -2.76
Cl -2.65 0.37 -4.94
Cl -4.32 2.69 -5.40
Cl 1.06 6.05 -0.79
Cl -2.78 2.55 -3.00
Cl 2.88 3.71 -1.38
O 1.74 1.10 2.31
O -0.26 -0.40 0.98
N 2.52 -1.68 2.07
N -0.24 -1.81 3.77
N 1.03 3.86 -3.92
N -0.56 1.26 3.81
C 0.23 -0.13 -0.31
C -0.42 -3.87 4.96
C 0.29 -1.28 -1.39
C 4.02 -0.74 -1.91
C -1.46 1.96 3.11
C -1.54 2.16 5.82
C 0.53 2.78 -4.61
C -0.50 1.11 -0.82
C 2.82 -3.79 0.85
C -3.67 1.56 -4.19
C 0.29 -2.78 4.56
C 4.73 -2.54 1.44
C -2.51 2.89 5.12
C 3.87 -1.51 1.98
C 1.35 4.30 -0.59
C 4.21 -3.65 0.86
C -0.35 2.87 -5.68
C -0.42 5.24 -5.36
C 0.47 5.08 -4.29
C -2.45 2.72 3.72
C -2.39 -2.88 4.02
C 2.03 -2.81 1.46
C 0.09 -4.44 -3.40
C -1.56 -1.85 3.60
C -0.63 1.39 5.17
C -3.72 -1.67 -0.20
C -1.82 -3.90 4.80
C -0.75 4.14 -6.13
H 0.85 -2.19 -1.16
H 0.47 -0.88 -2.39
H -0.71 -1.71 -1.49
H -3.23 3.49 5.66
H -1.54 2.18 6.90
H -0.06 1.36 -1.78
H 1.28 0.14 -0.17
H -1.45 1.97 2.03
H 5.77 -2.28 1.39
H -0.84 6.21 -5.55
H 0.77 1.78 -4.28
H 2.35 -4.64 0.38
H -2.35 -4.77 5.16
H 4.28 -0.60 2.40
H 0.73 5.94 -3.69
H 1.37 -2.76 4.51
H -3.42 -2.92 3.68
H 0.18 0.97 5.76
H 0.56 3.77 -1.10
H -2.07 -1.01 3.14
H -1.42 4.17 -6.97
H -0.46 1.98 -0.17
H -0.69 2.01 -6.25
H -1.57 0.93 -0.92
H -3.15 3.23 3.08
H -0.75 -4.08 -3.99
H 0.00 -4.74 5.43
H -2.65 -1.55 -0.37
H 0.96 -2.92 1.57
H 3.59 -1.61 -1.41
H 4.82 -4.40 0.37
H -4.54 1.14 -3.69
*
```

Values from the calculation:
Expectation value of S² = 0.7957
Maximum force = 5.77 eV Å⁻¹
Gap between HOMO and LUMO (spin up / spin down) = 0.27067 / 0.28385 hartree
HOMO level (spin up / spin down) = -11.1 / -11.1 eV
LUMO energy (spin up / spin down) = -3.69 / -3.33 eV
DFT total energy = -253127.9537 eV

---

(6)
This record from the Open Molecules 2025 dataset describes a gas-phase ion, C2H7N2O2 (charge +1) in a non-equilibrium geometry. The level of theory is ωB97M-V with the def2-TZVPD basis set.

```
! RIJCOSX wB97M-V def2-TZVPD def2/J DEFGRID3
* xyz 1 1
O -1.05 -1.03 0.73
O -1.85 1.01 -0.23
N -0.69 -1.21 -0.68
N 1.65 -0.26 0.10
C -0.83 0.15 0.04
C 0.55 0.73 0.14
H 0.46 1.38 0.99
H -2.51 0.90 0.48
H 1.05 -1.15 -0.02
H 2.24 -0.30 0.91
H 0.43 1.54 -0.68
H -1.59 -1.51 -1.03
H 2.15 -0.25 -0.75
*
```

Values from the calculation:
Relative energy (zero: lowest compared OMol25 entry of this formula, charge and spin) = 92.2 kcal/mol
Maximum force = 4.42 eV Å⁻¹
SMILES = [NH3+]C[C@@]1(O)NO1
Gap between HOMO and LUMO = 0.41334 hartree
HOMO level = -14.8 eV
LUMO energy = -3.57 eV
DFT total energy = -9252.7721 eV